DFT (ωB97M-V/def2-TZVPD) results for one molecule with the formula C5H12OS at a distorted geometry.

```
19
C5H12OS ωB97M-V/def2-TZVPD
C -2.603 -0.943 2.184
O -1.657 -1.350 1.265
C -0.419 -0.574 1.330
C -0.583 0.739 0.602
C -0.415 0.550 -0.967
S 1.311 0.936 -1.423
C 0.920 0.825 -3.281
H -3.520 -0.521 1.773
H -2.234 -0.236 2.972
H -2.819 -1.853 2.776
H 0.407 -1.091 0.992
H -0.247 -0.393 2.409
H 0.052 1.500 0.976
H -1.630 1.163 0.799
H -1.187 1.155 -1.455
H -0.601 -0.430 -1.294
H 0.279 -0.020 -3.474
H 1.869 0.814 -3.852
H 0.457 1.787 -3.440
```

Calculated values
Orbital gap: 0.353 Eh
E_LUMO: 0.03790 Ha
Energy relative to the best compared isomer or geometry (same formula, charge and spin): 35.8 kcal per mole
F_max: 3.728 eV Å⁻¹
E_HOMO: -8.588 eV
Spin multiplicity: 1
Energy: -18260.9113 eV

From a natural (NBO) analysis of the wavefunction, the atomic charges in e read: atom 1 (C): -0.26, atom 2 (O): -0.55, atom 3 (C): -0.06, atom 4 (C): -0.43, atom 5 (C): -0.52, atom 6 (S): 0.14, atom 7 (C): -0.70, atom 8 (H): 0.18, atom 9 (H): 0.16, atom 10 (H): 0.18, atom 11 (H): 0.19, atom 12 (H): 0.16, atom 13 (H): 0.22, atom 14 (H): 0.21, atom 15 (H): 0.21, atom 16 (H): 0.21, atom 17 (H): 0.21, atom 18 (H): 0.22, atom 19 (H): 0.21